# 1
An isolated molecule of C5H8O at a distorted geometry, computed with ωB97M-V/def2-TZVPD.

Results
electronic energy = -270.2597 hartree
Kohn-Sham gap (alpha / beta) = 0.1719 / 0.3540 hartree
⟨S²⟩ = 2.0077

Geometry as ORCA input:
```
! RIJCOSX wB97M-V def2-TZVPD def2/J DEFGRID3
* xyz 0 3
C -0.6117 0.4652 0.0075
C 0.6008 0.9859 0.0625
C -0.4329 2.0059 -0.0584
C -1.6673 -0.5326 0.0199
C 2.1644 -0.6833 -0.0298
O 1.8629 0.6987 0.0366
H -0.5750 2.5156 -1.0062
H -0.6788 2.6156 0.7568
H -1.2733 -1.5001 0.3074
H -1.8639 -0.7122 -1.1413
H -2.6596 -0.2337 0.4884
H 3.1656 -0.8077 -0.3543
H 1.4722 -1.0857 -0.8343
H 2.0346 -1.1084 1.0812
*
```

Atomic partial charges in e from the Löwdin method, atoms 1 to 6:
1 C -0.1903
2 C -0.3661
3 C 0.0158
4 C -0.0961
5 C -0.0588
6 O -0.0546

# 2
C39H38NO4PS3Ta as an isolated structure at a distorted geometry, computed with ωB97M-V/def2-TZVPD.

Results
electronic energy = -3457.3164 hartree
Kohn-Sham gap = 0.2387 hartree

Geometry as ORCA input:
```
! RIJCOSX wB97M-V def2-TZVPD def2/J DEFGRID3
* xyz 1 1
Ta -0.9998 -1.2100 1.1269
O 0.7059 -1.7446 -0.4203
S 1.8776 -1.5986 -1.3677
C 1.4579 -2.4040 -2.9187
C 0.1373 -1.9678 -3.5582
C -0.9132 -3.0809 -3.6474
C -1.7433 -3.2711 -2.3866
S -2.7885 -1.8790 -1.8675
O -1.8318 -0.8201 -1.3049
C -3.2800 -1.2417 -3.4475
C -4.2114 -1.9693 -4.1804
C -4.6129 -1.4895 -5.4168
C -4.0989 -0.2884 -5.8970
C -3.1929 0.4402 -5.1388
C -2.7759 -0.0351 -3.9002
C 1.8889 0.0842 -1.9493
C 2.9164 0.4859 -2.7942
C 2.9612 1.8034 -3.2210
C 1.9951 2.7090 -2.7934
C 0.9786 2.2949 -1.9429
C 0.9270 0.9745 -1.5119
H 1.4912 -3.4699 -2.6795
H 2.3238 -2.1839 -3.5475
H 0.3403 -1.5980 -4.5618
H -0.2728 -1.1289 -2.9971
H -0.4343 -4.0385 -3.8688
H -1.5687 -2.8707 -4.4925
H -1.1214 -3.4287 -1.4986
H -2.4238 -4.1229 -2.4729
H -4.6202 -2.8966 -3.7877
H -5.3335 -2.0473 -6.0024
H -4.4168 0.0846 -6.8627
H -2.8095 1.3835 -5.5094
H -2.0710 0.5180 -3.2892
H 3.6844 -0.2156 -3.1091
H 3.7498 2.1276 -3.8877
H 2.0382 3.7402 -3.1248
H 0.2187 2.9962 -1.6181
H 0.1305 0.6375 -0.8622
O -0.1526 -3.3702 2.0044
C 0.0340 -2.2910 2.5944
C 1.0035 -1.9811 3.6614
C 1.3621 -2.8565 4.6796
C 2.2298 -2.4198 5.6667
C 2.7580 -1.1310 5.6144
C 2.4239 -0.2749 4.5743
C 1.5190 -0.6935 3.6050
P 1.0954 0.2915 2.1048
C 2.8033 0.5250 1.4855
C 3.4741 -0.6384 1.1020
C 4.7737 -0.5791 0.6257
C 5.4195 0.6476 0.5255
C 4.7687 1.8043 0.9295
C 3.4645 1.7480 1.4117
C 0.5240 1.9046 2.7251
C 0.4673 2.9834 1.8394
C 0.0052 4.2208 2.2623
C -0.4278 4.3890 3.5720
C -0.4189 3.3105 4.4455
C 0.0492 2.0702 4.0248
H 0.9507 -3.8588 4.6936
H 2.5053 -3.0837 6.4766
H 3.4410 -0.7974 6.3867
H 2.8657 0.7139 4.5177
H 2.9830 -1.6020 1.2165
H 5.2866 -1.4902 0.3418
H 6.4341 0.6989 0.1496
H 5.2789 2.7592 0.8790
H 2.9826 2.6580 1.7440
H 0.7919 2.8552 0.8100
H -0.0168 5.0549 1.5707
H -0.7729 5.3589 3.9090
H -0.7741 3.4310 5.4617
H 0.0337 1.2318 4.7110
C -3.8889 1.4438 2.8842
O -2.8988 0.4348 2.6045
C -2.2266 0.4165 1.4688
C -2.4058 1.5684 0.5360
H -3.4305 2.4326 2.8956
H -4.2732 1.2029 3.8687
H -4.6956 1.3940 2.1570
H -3.4662 1.7711 0.3586
H -1.9409 1.3579 -0.4277
H -1.9465 2.4596 0.9748
S -2.9555 -2.7211 1.3683
C -4.2340 -1.6712 0.9816
N -5.1054 -0.9567 0.7177
*
```

Atomic partial charges in e from the Löwdin method, atoms 1 to 6:
1 Ta 1.3373
2 O -0.6287
3 S 1.0375
4 C -0.2968
5 C -0.2055
6 C -0.2092

# 3
A 9-piece molecular cluster, C45H48B2F4IN8O overall at a distorted geometry, computed with ωB97M-V/def2-TZVPD.

Results
electronic energy = -3003.7285 hartree
Kohn-Sham gap = 0.2112 hartree

Geometry as ORCA input:
```
! RIJCOSX wB97M-V def2-TZVPD def2/J DEFGRID3
* xyz -1 1
C -4.1998 -6.4651 -4.4852
B -3.1110 -5.4354 -3.9628
O -2.6459 -5.6584 -2.6445
B -2.4012 -4.1397 -4.8106
F -1.7917 -3.1810 -3.9332
I -4.1784 -2.9985 -5.7695
C -1.3896 -4.5432 -6.0328
C -0.7049 -5.9152 -5.8814
C -1.4245 -7.0344 -6.5375
F -1.4542 -8.2354 -5.8674
C -2.0287 -6.9490 -7.7580
F -3.1173 -6.2159 -7.9753
F -1.6507 -7.5790 -8.8759
H -4.9518 -6.5987 -3.7064
H -4.6477 -6.1475 -5.4199
H -3.6999 -7.4284 -4.6137
H -3.0600 -5.0509 -2.0284
H -1.8892 -4.4213 -6.9874
H -0.5905 -3.7971 -6.0330
H -0.4394 -6.1549 -4.8534
H 0.2434 -5.8599 -6.4270
N -2.6904 -3.7391 0.6987
C -2.4764 -3.9297 1.9991
C -1.2984 -3.5893 2.6451
C -0.2812 -3.0214 1.8972
C -0.4837 -2.8176 0.5419
C -1.7018 -3.1902 -0.0073
H -3.2989 -4.3785 2.5470
H -1.1833 -3.7626 3.7054
H 0.6557 -2.7418 2.3646
H 0.2848 -2.3776 -0.0799
H -1.9039 -3.0452 -1.0643
N 2.2969 -0.8426 2.6795
C 3.3573 -0.2694 3.2465
C 3.5135 1.1017 3.3767
C 2.5130 1.9256 2.8878
C 1.4039 1.3471 2.2943
C 1.3439 -0.0365 2.2161
H 4.1173 -0.9516 3.6125
H 4.3953 1.5134 3.8483
H 2.6003 3.0016 2.9715
H 0.6000 1.9524 1.8987
H 0.4931 -0.5295 1.7617
N -2.6631 -1.6102 4.9970
C -3.9659 -1.5607 5.2616
C -4.4876 -1.4568 6.5428
C -3.6052 -1.4045 7.6089
C -2.2451 -1.4566 7.3519
C -1.8295 -1.5578 6.0326
H -4.6197 -1.6078 4.3973
H -5.5571 -1.4184 6.6980
H -3.9716 -1.3244 8.6246
H -1.5211 -1.4195 8.1544
H -0.7735 -1.5985 5.7845
N 3.7637 5.2384 4.2706
C 4.8285 5.6708 4.9420
C 5.4189 6.9089 4.7335
C 4.8741 7.7432 3.7716
C 3.7661 7.3118 3.0609
C 3.2535 6.0565 3.3503
H 5.2243 4.9853 5.6834
H 6.2823 7.2083 5.3117
H 5.3053 8.7178 3.5784
H 3.3124 7.9347 2.3000
H 2.3849 5.6789 2.8203
N -3.0758 -13.7543 -4.7809
C -2.0332 -13.2775 -4.1038
C -1.4923 -12.0172 -4.3073
C -2.0622 -11.2016 -5.2719
C -3.1473 -11.6821 -5.9865
C -3.6130 -12.9569 -5.7025
H -1.6142 -13.9471 -3.3598
H -0.6453 -11.6829 -3.7239
H -1.6712 -10.2107 -5.4651
H -3.6239 -11.0797 -6.7479
H -4.4626 -13.3683 -6.2373
N -1.5738 0.4655 -5.9213
C -1.0307 -0.3209 -4.9899
C -0.1824 0.1524 -3.9958
C 0.1191 1.5026 -3.9672
C -0.4370 2.3306 -4.9296
C -1.2734 1.7613 -5.8774
H -1.2892 -1.3718 -5.0403
H 0.2277 -0.5298 -3.2637
H 0.7775 1.9056 -3.2066
H -0.2283 3.3926 -4.9457
H -1.7333 2.3732 -6.6476
N 3.3870 9.2943 0.4555
C 2.2508 9.3665 -0.2362
C 2.1560 9.9127 -1.5063
C 3.3055 10.4161 -2.0915
C 4.4964 10.3511 -1.3873
C 4.4824 9.7815 -0.1241
H 1.3744 8.9629 0.2597
H 1.2060 9.9414 -2.0213
H 3.2741 10.8516 -3.0818
H 5.4169 10.7321 -1.8070
H 5.3935 9.7066 0.4600
N 1.8355 8.5498 7.8442
C 1.6897 9.8601 8.0286
C 1.7449 10.7933 7.0047
C 1.9677 10.3397 5.7146
C 2.1233 8.9801 5.5034
C 2.0469 8.1312 6.5979
H 1.5201 10.1717 9.0537
H 1.6167 11.8466 7.2146
H 2.0195 11.0353 4.8863
H 2.2993 8.5836 4.5154
H 2.1603 7.0591 6.4755
*
```

Atomic partial charges in e from the Löwdin method, atoms 1 to 6:
1 C -0.0443
2 B -0.5080
3 O 0.0504
4 B -1.0554
5 F -0.0775
6 I 0.6175

# 4
A 9-piece molecular cluster, C45H114N6O15 overall at a distorted geometry, computed with ωB97M-V/def2-TZVPD.

Results
electronic energy = -3239.4372 hartree
SMILES = COCCNCCOC.COCCNCCOC.COCCNCCOC.COCCNCCOC.COCCNCCOC.COCCNCCOC.CC(C)O.CC(C)O.CC(C)O
Kohn-Sham gap = 0.3201 hartree

Geometry as ORCA input:
```
! RIJCOSX wB97M-V def2-TZVPD def2/J DEFGRID3
* xyz 0 1
C 2.2001 -1.4566 -1.2542
C 0.6426 -1.3822 -0.8271
C 0.3253 -2.0137 0.5328
O 0.4215 0.0597 -0.7066
H 2.8909 -1.3256 -0.4213
H 2.5094 -0.6950 -1.9699
H 2.3008 -2.3514 -1.8685
H -0.1510 -1.7909 -1.4525
H 0.3544 -3.1022 0.4843
H -0.6672 -1.8236 0.9415
H 0.8941 -1.5848 1.3578
H 1.2026 0.6138 -0.7729
C -0.5745 -10.0621 -4.1592
C 0.2541 -8.7361 -4.2389
C 1.7545 -8.9894 -4.6521
O -0.1863 -7.9576 -5.2850
H -1.4230 -9.7310 -3.5605
H 0.1037 -10.6327 -3.5248
H -0.8375 -10.4920 -5.1258
H 0.2079 -8.3591 -3.2172
H 2.3137 -9.7695 -4.1355
H 2.2443 -8.0207 -4.5532
H 1.9164 -9.2671 -5.6936
H -1.1402 -7.8563 -5.2475
C -6.1469 3.7743 2.1041
C -7.2207 2.7619 2.1219
C -6.9073 1.3732 1.5585
O -7.7104 2.7113 3.3785
H -6.2888 4.6345 2.7583
H -5.9898 4.0386 1.0584
H -5.1521 3.3513 2.2440
H -8.0561 3.1111 1.5150
H -6.1902 0.7999 2.1461
H -6.4316 1.4811 0.5838
H -7.7689 0.7811 1.2500
H -8.6240 2.4165 3.3760
C -6.4519 -7.3930 12.8451
O -5.4780 -6.4522 12.4090
C -5.2212 -6.5181 11.0367
C -6.3613 -5.9921 10.0674
N -6.1873 -6.4549 8.6814
C -4.7894 -6.4051 8.0892
C -4.7207 -6.8838 6.5630
O -5.4621 -5.9415 5.7942
C -5.3741 -6.2287 4.3751
H -6.1769 -8.4430 12.9450
H -7.4530 -7.3798 12.4142
H -6.6163 -7.1662 13.8985
H -4.9351 -7.5551 10.8608
H -4.4056 -5.8471 10.7671
H -6.5462 -4.9212 10.1517
H -7.3413 -6.3697 10.3592
H -6.7118 -5.9013 8.0191
H -4.1469 -7.0246 8.7149
H -4.4459 -5.3721 8.1438
H -4.9509 -7.9327 6.3762
H -3.6986 -6.8492 6.1860
H -5.6474 -7.2668 4.1864
H -4.3810 -6.0759 3.9526
H -5.9489 -5.5100 3.7909
C 9.2836 -4.1360 1.6089
O 9.3231 -4.2030 0.1373
C 8.1153 -4.6694 -0.5228
C 8.3439 -4.8476 -2.0460
N 8.5452 -3.6220 -2.7390
C 8.7912 -3.8235 -4.1896
C 9.5859 -2.7048 -4.8808
O 8.7350 -1.5519 -5.1905
C 9.3860 -0.5685 -6.0315
H 9.9442 -3.3425 1.9581
H 9.5209 -5.1198 2.0139
H 8.3487 -3.8871 2.1108
H 7.3846 -3.8784 -0.3540
H 7.7715 -5.6007 -0.0727
H 7.4969 -5.2319 -2.6142
H 9.2611 -5.4288 -2.1415
H 8.9911 -2.8820 -2.2159
H 7.8426 -3.9761 -4.7042
H 9.3864 -4.7330 -4.2721
H 9.9496 -3.0497 -5.8487
H 10.4742 -2.3154 -4.3835
H 10.2679 -0.1706 -5.5294
H 8.8142 0.3523 -6.1471
H 9.6271 -0.9272 -7.0322
C 2.1055 10.6328 9.2010
O 1.0321 9.7368 9.4332
C 0.8953 8.7177 8.4298
C 2.0744 7.7010 8.5921
N 1.9884 6.4816 7.7167
C 1.1093 5.4836 8.3690
C 0.6112 4.4901 7.3094
O -0.2076 3.4948 7.9167
C -1.2904 3.0552 7.0524
H 3.0425 10.2980 9.6462
H 1.9116 11.5003 9.8318
H 2.3167 10.9696 8.1861
H 0.7498 9.1164 7.4258
H -0.0976 8.3430 8.6783
H 2.0408 7.3516 9.6240
H 2.9533 8.3305 8.4529
H 2.8973 6.0569 7.8334
H 0.2350 5.9195 8.8525
H 1.6295 4.9001 9.1286
H 1.4226 3.9128 6.8660
H 0.1949 5.0953 6.5041
H -1.6836 2.0558 7.2389
H -0.9800 3.1842 6.0155
H -2.1233 3.7584 7.0549
C -4.9140 -1.6157 -5.9382
O -5.5223 -2.8010 -5.4757
C -5.4619 -3.8540 -6.5331
C -5.7972 -5.1375 -5.7901
N -5.4272 -6.4979 -6.2716
C -6.1761 -6.8205 -7.4591
C -5.2036 -7.7460 -8.4160
O -4.9199 -9.0261 -7.8662
C -4.0368 -9.9028 -8.7288
H -4.9599 -0.8388 -5.1750
H -5.3157 -1.1471 -6.8366
H -3.8851 -1.8777 -6.1848
H -4.4172 -3.8985 -6.8408
H -6.1396 -3.7278 -7.3775
H -6.8692 -5.1818 -5.5982
H -5.3759 -5.0381 -4.7897
H -5.3004 -7.2293 -5.5868
H -6.5408 -5.9470 -7.9996
H -7.0595 -7.3714 -7.1362
H -4.2346 -7.2905 -8.6205
H -5.6802 -7.9827 -9.3673
H -4.5972 -10.7631 -9.0948
H -3.2048 -10.3358 -8.1734
H -3.8140 -9.4681 -9.7032
C -1.5830 9.3456 -11.3158
O -1.3120 8.9352 -9.9131
C -0.0892 8.1575 -9.7083
C 0.0079 8.0405 -8.2282
N 1.0235 7.1524 -7.6061
C 0.7511 5.7356 -7.8811
C 1.9413 4.7238 -7.7588
O 1.3652 3.4462 -8.1218
C 2.2886 2.4054 -8.3227
H -1.0966 10.2308 -11.7258
H -2.6652 9.4390 -11.4065
H -1.4630 8.4831 -11.9714
H 0.8349 8.5250 -10.1545
H -0.2368 7.1976 -10.2031
H -0.9563 8.0427 -7.7199
H 0.3502 8.9922 -7.8217
H 0.8483 7.3789 -6.6375
H 0.4296 5.5043 -8.8966
H -0.0469 5.5343 -7.1665
H 2.4020 4.7356 -6.7710
H 2.6764 5.1238 -8.4571
H 1.9652 1.7366 -9.1203
H 2.5270 1.7701 -7.4697
H 3.2449 2.8115 -8.6524
C 5.3803 3.4913 4.9748
O 4.8375 4.7505 4.3924
C 4.4584 4.6960 3.0255
C 4.2477 6.1295 2.5598
N 2.8741 6.4761 2.7605
C 2.5003 7.8383 2.3034
C 0.9615 8.0226 2.4300
O 0.4380 9.3162 2.0288
C 0.4203 10.1931 3.1563
H 5.4460 3.3876 6.0579
H 6.4076 3.4243 4.6168
H 4.8384 2.6094 4.6330
H 3.5480 4.1236 2.8480
H 5.2331 4.2388 2.4099
H 4.4330 6.1984 1.4879
H 4.8631 6.9195 2.9901
H 2.7197 6.4963 3.7584
H 2.7992 8.0726 1.2817
H 3.0042 8.4381 3.0614
H 0.7496 7.6490 3.4318
H 0.5287 7.2515 1.7927
H -0.1448 9.9496 4.0559
H -0.0105 11.1627 2.9067
H 1.4780 10.3233 3.3855
*
```

Atomic partial charges in e from the Löwdin method, atoms 1 to 6:
1 C -0.0409
2 C -0.3916
3 C -0.0853
4 O -0.0982
5 H 0.0750
6 H 0.0630